# 1
Formula: C5H3FeO3
Source: the OMol25 dataset
Level of theory: ωB97M-V/def2-TZVPD

Calculated values
Expectation value of S²: 8.77
F_max: 1.88 eV Å⁻¹
HOMO (spin up / spin down): -16.411 / -15.859 eV
HOMO-LUMO gap (spin up / spin down): 5.435 / 3.803 eV
LUMO level (spin up / spin down): -10.98 / -12.06 eV
2S+1: 6
ΔE to the lowest compared entry with this formula, charge and spin: 0.00 kJ/mol
Net charge: +2

Atoms and positions in Å:
C  -0.5733  -0.2235  0.0808
C  0.3267  -0.6061  -0.7502
O  1.1097  -0.8448  -1.5937
C  -1.4397  -0.5258  1.2158
C  -2.5457  0.4730  1.2733
O  -3.5522  0.2543  1.9477
C  -4.2587  1.7414  5.2940
O  -4.8480  1.5643  4.3353
Fe  -5.1731  0.9289  2.4208
H  -1.8397  -1.5502  1.2215
H  -0.8488  -0.3945  2.1478
H  -2.4927  1.4095  0.6923

***

# 2
Formula: C17H20BNO
Source: the OMol25 dataset
Level of theory: ωB97M-V/def2-TZVPD

Calculated values
F_max: 3.99 eV Å⁻¹
HOMO: -7.975 eV
HOMO-LUMO gap: 8.247 eV
LUMO level: 0.27 eV
ΔE to the lowest compared entry with this formula, charge and spin: 58.86 kJ/mol

Atoms and positions in Å:
O  -0.8556  -1.3210  0.6146
C  0.9659  1.7769  3.8424
C  3.6839  -1.1000  -1.5430
C  0.4051  2.5777  2.7734
C  1.2042  0.3757  3.6918
C  2.9107  -2.2210  -1.2179
C  3.3269  0.2168  -1.2644
C  0.1122  1.9360  1.6092
C  0.8071  -0.2580  2.5267
C  1.6697  -1.9719  -0.6640
C  2.0426  0.4342  -0.9443
C  0.2668  0.5739  1.4744
C  1.3125  -0.6676  -0.5362
B  -0.0504  -0.2111  0.1701
C  -2.5288  -0.4744  -2.6121
C  -2.0985  -0.8765  0.7704
C  -3.3561  -0.0308  -1.4073
C  -1.0491  -0.2002  -2.3077
C  -2.3559  0.2752  -0.2597
N  -1.0228  0.4920  -0.9454
H  1.3062  2.2887  4.7094
H  4.6222  -1.2595  -1.9424
H  0.0562  3.6296  2.9040
H  1.5352  -0.1201  4.5566
H  3.1173  -3.2261  -1.4804
H  3.9754  1.1282  -1.6427
H  -0.1601  2.4409  0.7356
H  0.8615  -1.3110  2.3960
H  0.9717  -2.7641  -0.3609
H  1.6591  1.4521  -0.8111
H  -2.8665  -1.5075  -2.9281
H  -2.9170  0.1083  -3.4848
H  -2.8496  -1.7000  0.6179
H  -2.2901  -0.5235  1.8056
H  -3.9350  0.8918  -1.4943
H  -4.1009  -0.7771  -1.1652
H  -0.4179  0.3046  -3.1195
H  -0.4757  -1.1262  -2.1570
H  -2.5921  1.2441  0.3047
H  -0.8907  1.5008  -1.2144

***

# 3
Formula: C24H37Cl2FN3OOsS2
Source: the OMol25 dataset
Level of theory: ωB97M-V/def2-TZVPD

Calculated values
Expectation value of S²: 6.04
F_max: 0.97 eV Å⁻¹
HOMO (spin up / spin down): -16.788 / -17.019 eV
HOMO-LUMO gap (spin up / spin down): 7.532 / 5.246 eV
LUMO level (spin up / spin down): -9.26 / -11.77 eV
2S+1: 5
ΔE to the lowest compared entry with this formula, charge and spin: 47.31 kJ/mol
Net charge: +3

Atoms and positions in Å:
Os  0.2132  0.5229  -0.8740
C  3.0205  -1.5688  2.5551
C  1.5085  -1.3290  2.6864
C  0.9770  -2.2240  3.8173
C  1.2084  0.1350  2.9555
C  1.9006  0.7171  4.0041
C  1.7926  2.0640  4.2846
C  0.9531  2.8721  3.5139
C  0.2201  2.3778  2.4575
C  -0.7570  3.3513  1.8281
C  -0.1958  3.9167  0.5265
C  -2.1983  2.8429  1.7716
C  0.3530  0.9814  2.1464
N  -0.3563  0.3549  1.0929
C  -1.1710  -0.7045  1.4713
C  -1.9155  -0.6612  2.6646
C  -2.7526  -1.7049  3.0147
C  -2.8638  -2.8231  2.1978
C  -2.1455  -2.8956  1.0019
C  -1.3432  -1.8404  0.6675
F  -0.6205  -1.8965  -0.5000
H  3.2030  -2.5933  2.2318
H  3.5224  -1.4431  3.5127
H  3.4995  -0.8920  1.8478
H  1.0309  -1.6370  1.7545
H  1.5374  -2.0515  4.7361
H  1.1065  -3.2715  3.5468
H  -0.0748  -2.0523  4.0325
H  2.5518  0.1044  4.6104
H  2.3412  2.4926  5.1131
H  0.8308  3.9111  3.7909
H  -0.7846  4.1986  2.5160
H  0.0253  3.1302  -0.2054
H  0.7444  4.4394  0.7039
H  -0.8951  4.6055  0.0527
H  -2.3514  2.0690  1.0252
H  -2.8684  3.6693  1.5345
H  -2.5013  2.4498  2.7430
H  -1.8504  0.2255  3.2823
H  -3.3268  -1.6454  3.9289
H  -3.5101  -3.6427  2.4796
H  -2.2049  -3.7590  0.3532
N  -3.5011  -0.2414  -0.8908
C  -3.1292  0.5830  -1.8526
N  -3.8844  0.7531  -2.9238
S  -1.7068  1.5976  -1.7606
H  -4.3802  -0.7399  -0.9275
H  -2.9969  -0.2624  -0.0169
H  -4.8244  0.3832  -2.9814
H  -3.6087  1.4191  -3.6297
C  -0.4156  -0.6785  -6.5087
C  0.3702  -0.0118  -5.3858
S  0.0613  -0.8591  -3.8317
O  0.6965  0.1312  -2.7856
C  1.2122  -2.2385  -3.8823
C  2.6668  -1.8681  -4.1240
H  -0.2474  -0.1181  -7.4268
H  -1.4859  -0.6875  -6.3066
H  -0.0853  -1.7009  -6.6895
H  0.0532  1.0146  -5.1958
H  1.4438  -0.0125  -5.5677
H  0.8042  -2.8896  -4.6608
H  1.0537  -2.7478  -2.9296
H  2.8850  -1.7337  -5.1811
H  3.2994  -2.6779  -3.7644
H  2.9397  -0.9548  -3.5948
Cl  2.6202  2.1989  -1.1644
C  3.5645  0.7603  -0.8232
Cl  2.4235  -0.5914  -0.4101
H  4.1960  0.9217  0.0442
H  4.1225  0.4558  -1.7016

***

# 4
Formula: C3H13NO3
Source: the OMol25 dataset
Level of theory: ωB97M-V/def2-TZVPD

Calculated values
F_max: 4.95 eV Å⁻¹
HOMO: -9.221 eV
Structure (SMILES): C=CCN.O.O.O
HOMO-LUMO gap: 9.565 eV
LUMO level: 0.34 eV
ΔE to the lowest compared entry with this formula, charge and spin: 327.80 kJ/mol

Atoms and positions in Å:
N  -0.7609  0.0438  -1.8389
C  -2.0350  -0.0240  -1.1427
C  -2.3155  0.0908  1.2822
C  -1.8841  -0.6436  0.2424
H  -0.8165  0.5003  -2.7546
H  -0.0562  0.5185  -1.2150
H  -2.5981  -0.6724  -1.6845
H  -2.5707  1.0386  -1.1299
H  -3.1233  -0.3438  1.9521
H  -1.9327  1.0610  1.4723
H  -1.7953  -1.7217  0.2499
H  2.4008  -3.0714  0.1756
H  2.4498  -1.6170  -0.2430
O  2.9875  -2.3937  -0.0256
H  3.1039  -0.1221  -0.7406
H  3.7782  1.1172  -0.0808
O  3.3198  0.8641  -0.9078
H  0.3482  1.0827  1.8543
H  0.4645  2.5469  2.3877
O  1.0357  1.7459  2.1469

***

# 5
Formula: C49H39BI2O8PS2
Source: the OMol25 dataset
Level of theory: ωB97M-V/def2-TZVPD

Calculated values
F_max: 0.35 eV Å⁻¹
HOMO: -5.455 eV
HOMO-LUMO gap: 5.869 eV
LUMO level: 0.41 eV
Net charge: -1

Atoms and positions in Å:
C  -0.9292  0.9909  0.7653
C  -1.8912  1.1376  1.9572
C  -1.2913  1.1240  3.3804
S  -2.5403  0.3406  4.5637
O  -1.0168  2.4041  3.7916
B  0.1441  2.4010  4.7713
C  1.3126  3.4892  4.3179
I  2.8843  2.6443  3.0558
C  0.9228  4.8059  3.6567
C  0.2870  4.7253  2.2700
I  -0.4063  5.8647  5.0123
O  0.5865  0.9751  4.7530
C  0.0769  0.4197  3.5917
P  0.1434  -1.4107  3.6696
S  1.7683  -2.2978  4.2791
H  -1.4749  0.6207  -0.1068
H  -0.4727  1.9439  0.4877
H  -0.1132  0.2905  0.9493
H  -2.6825  0.3903  1.8861
H  -2.3790  2.1156  1.8893
H  -3.4103  1.3588  4.4382
H  -0.1947  2.7200  5.8959
H  1.8866  3.7268  5.2160
H  1.7805  5.4772  3.6177
H  -0.2938  5.6208  2.0406
H  -0.3620  3.8532  2.2049
H  1.0766  4.6403  1.5179
H  0.6895  0.6765  2.7110
H  -1.0250  -1.7911  4.3540
H  -0.2234  -1.7322  2.3440
C  -3.4984  11.5714  -1.8190
C  -2.2070  11.3059  -1.3745
C  -1.9664  10.2261  -0.5422
C  -3.0181  9.4073  -0.1460
C  -4.3127  9.6751  -0.5878
C  -4.5484  10.7587  -1.4276
C  -5.4635  8.8188  -0.1739
O  -6.5863  9.0465  -0.5745
C  -5.1796  7.6849  0.7485
C  -6.2364  6.8880  1.1750
C  -5.9998  5.8239  2.0296
C  -4.7074  5.5505  2.4632
C  -3.6506  6.3424  2.0440
C  -3.8810  7.4095  1.1842
C  -2.7259  8.2416  0.7438
O  -1.5925  7.9882  1.0842
H  -3.6831  12.4145  -2.4724
H  -1.3876  11.9438  -1.6802
H  -0.9712  9.9954  -0.1866
H  -5.5609  10.9443  -1.7599
H  -7.2331  7.1188  0.8237
H  -6.8235  5.2049  2.3614
H  -4.5179  4.7217  3.1332
H  -2.6454  6.1352  2.3849
C  3.0645  -10.1788  -1.8780
C  4.0361  -10.3159  -0.8917
C  3.9258  -9.6125  0.2957
C  2.8437  -8.7642  0.5023
C  1.8711  -8.6248  -0.4869
C  1.9849  -9.3361  -1.6767
C  0.7097  -7.7044  -0.3037
O  -0.1359  -7.5885  -1.1685
C  0.6347  -6.9332  0.9597
C  -0.4285  -6.0601  1.1519
C  -0.5378  -5.3485  2.3336
C  0.4164  -5.4975  3.3325
C  1.4852  -6.3605  3.1435
C  1.5972  -7.0846  1.9626
C  2.7448  -8.0197  1.7953
O  3.5696  -8.1813  2.6685
H  3.1538  -10.7283  -2.8062
H  4.8821  -10.9717  -1.0534
H  4.6676  -9.7026  1.0777
H  1.2198  -9.2101  -2.4307
H  -1.1667  -5.9606  0.3667
H  -1.3703  -4.6720  2.4806
H  0.3402  -4.9312  4.2499
H  2.2440  -6.4825  3.9044
C  0.2063  -3.5646  -2.1357
C  0.2077  -4.8410  -2.6893
C  1.0194  -5.1211  -3.7764
C  1.8240  -4.1283  -4.3231
C  1.8095  -2.8433  -3.7750
C  1.0024  -2.5677  -2.6763
C  2.6409  -1.7482  -4.3488
O  2.6272  -0.6294  -3.8849
C  3.4936  -2.0789  -5.5307
C  4.2707  -1.0747  -6.0976
C  5.0734  -1.3555  -7.1902
C  5.1053  -2.6409  -7.7211
C  4.3332  -3.6437  -7.1603
C  3.5234  -3.3666  -6.0640
C  2.6946  -4.4646  -5.4834
O  2.7338  -5.5858  -5.9451
H  -0.4139  -3.3475  -1.2755
H  -0.4081  -5.6253  -2.2688
H  1.0452  -6.1106  -4.2130
H  1.0168  -1.5681  -2.2602
H  4.2319  -0.0848  -5.6633
H  5.6780  -0.5729  -7.6302
H  5.7358  -2.8585  -8.5737
H  4.3416  -4.6508  -7.5549

***

# 6
Formula: C9H34O8
Source: the OMol25 dataset
Level of theory: ωB97M-V/def2-TZVPD

Calculated values
F_max: 3.58 eV Å⁻¹
HOMO: -10.038 eV
Structure (SMILES): CCO.CO.CO.CO.CO.CO.CO.CO
HOMO-LUMO gap: 10.252 eV
LUMO level: 0.21 eV
ΔE to the lowest compared entry with this formula, charge and spin: 570.37 kJ/mol

Atoms and positions in Å:
C  0.6597  3.4865  1.1895
C  0.1307  2.1615  1.6755
O  0.2447  2.2095  3.0415
H  1.5797  3.9865  1.5675
H  -0.1153  4.2845  1.2675
H  0.9047  3.5105  0.1815
H  0.7677  1.5275  1.1015
H  -0.9063  2.0305  1.2715
H  -0.1503  1.3185  3.2555
C  2.6687  -0.6465  0.8975
O  2.3237  -0.4055  -0.4085
H  3.1157  -1.6405  1.0505
H  1.7997  -0.7105  1.5635
H  3.3357  0.1835  1.2575
H  3.0387  0.0485  -0.8665
C  -3.5373  -2.2975  1.8135
O  -3.1923  -2.3305  0.4775
H  -2.6173  -2.3235  2.4065
H  -4.1313  -3.1345  2.0025
H  -4.2583  -1.4325  1.9745
H  -3.0113  -3.2305  0.1305
C  1.7377  -1.5015  -4.2175
O  2.1257  -2.3385  -3.1615
H  1.4077  -2.0235  -5.0785
H  2.6247  -0.8575  -4.3295
H  0.8587  -0.8985  -3.8725
H  2.5447  -1.7865  -2.4825
C  -1.1603  0.1615  -1.0545
O  -1.5883  -0.1495  0.2285
H  -0.6073  -0.6615  -1.4835
H  -0.3563  0.8395  -0.8875
H  -1.8943  0.6795  -1.7345
H  -2.1403  -0.9745  0.1985
C  1.8347  1.9565  -2.3105
O  2.7137  1.9425  -3.3755
H  2.3177  2.0125  -1.3195
H  1.4537  0.9605  -2.2435
H  1.1167  2.6915  -2.3855
H  3.1677  1.1285  -3.3245
C  0.4247  -2.7825  0.3685
O  1.5057  -3.7185  0.6215
H  0.6777  -2.1065  -0.4395
H  0.0537  -2.2735  1.2745
H  -0.4783  -3.2685  0.0595
H  1.7697  -4.1845  -0.1645
C  -3.2503  2.0325  2.4615
O  -2.9683  0.6835  2.7325
H  -2.6983  2.8505  2.9345
H  -4.3073  2.2175  2.7335
H  -3.1863  2.3465  1.3845
H  -2.3503  0.4245  2.0145

***

# 7
Formula: C29H32BrF32N4O5
Source: the OMol25 dataset
Level of theory: ωB97M-V/def2-TZVPD

Calculated values
F_max: 8.22 eV Å⁻¹
HOMO: -11.634 eV
HOMO-LUMO gap: 7.632 eV
LUMO level: -4.00 eV
Net charge: +1

Atoms and positions in Å:
C  -0.4719  5.4867  5.7179
C  -2.0674  5.9342  5.5501
Br  -3.1626  4.3756  6.2033
C  -2.4664  7.2357  6.4927
N  -2.8017  8.4869  5.7078
C  -3.9328  8.5246  4.8983
N  -4.9018  7.3586  4.7926
C  -6.0018  7.6531  3.8094
C  -7.3192  6.8942  3.2608
C  -6.9376  5.1774  2.9586
C  -6.9113  4.1981  4.3832
O  -5.5826  4.6711  3.5264
N  -5.5768  9.0826  3.4107
N  -4.4424  9.6304  3.9998
C  -3.8290  11.0287  3.8009
H  -0.3433  4.5108  5.0544
H  0.2526  6.3648  5.3687
H  -0.2534  5.1421  6.8340
H  -2.3001  6.1061  4.4125
H  -1.5597  7.4845  7.1965
H  -3.3732  6.8900  7.1862
H  -2.1867  9.3552  5.7374
H  -7.5345  7.2206  2.1482
H  -8.2654  6.9017  3.9444
H  -7.4068  4.6663  1.9098
H  -6.1342  4.1966  5.2344
H  -7.5143  5.0951  4.8959
H  -6.1589  9.6164  2.7002
H  -2.8133  11.0539  4.3866
H  -3.7228  11.2283  2.6460
H  -4.5713  11.8745  4.1984
C  -4.5715  1.4966  2.1074
C  -5.4300  0.2303  2.2338
C  -4.7506  -0.9491  2.9258
F  -3.6280  -1.3491  2.2941
F  -5.5786  -2.0288  2.9530
F  -5.8959  -0.1157  1.0037
F  -6.5393  0.5663  2.9662
O  -3.8811  1.6770  0.8652
C  -2.6486  0.9671  0.7458
C  -2.6977  -0.1485  -0.3074
F  -3.7084  -1.0238  -0.0736
F  -1.5482  -0.8755  -0.3035
F  -2.2733  0.5264  1.9709
F  -1.7191  1.8940  0.3849
H  -5.2651  2.3466  2.1530
H  -3.9071  1.6408  2.9682
H  -4.4966  -0.7035  3.9606
H  -2.8381  0.2665  -1.3086
C  -1.2963  -4.4260  -3.2532
C  -0.2991  -3.2880  -3.5126
C  -0.9194  -1.9000  -3.6539
F  -1.8068  -1.8253  -4.6669
F  0.0406  -0.9723  -3.9182
F  0.4648  -3.6038  -4.5926
F  0.5640  -3.2573  -2.4477
O  -1.7268  -5.1697  -4.3993
C  -2.7811  -4.5705  -5.1522
C  -2.3379  -4.1160  -6.5498
F  -1.2771  -3.2709  -6.4966
F  -3.3357  -3.4442  -7.1846
F  -3.3351  -3.5746  -4.4193
F  -3.7447  -5.5254  -5.2677
H  -0.7680  -5.1662  -2.6378
H  -2.1424  -4.1089  -2.6311
H  -1.4221  -1.5990  -2.7306
H  -2.0541  -4.9724  -7.1665
C  3.6284  -7.6443  -3.3428
C  5.1521  -7.4689  -3.2799
C  5.7995  -7.8781  -1.9590
F  5.3234  -7.1821  -0.9063
F  7.1405  -7.6492  -1.9929
F  5.4663  -6.1879  -3.6120
F  5.6893  -8.2484  -4.2716
O  2.8407  -6.4832  -3.0537
C  2.6383  -6.2156  -1.6663
C  3.3386  -4.9342  -1.1934
F  4.6682  -4.9514  -1.4662
F  3.2224  -4.7820  0.1531
F  2.9912  -7.3104  -0.9503
F  1.2927  -6.0856  -1.5052
H  3.3865  -7.8772  -4.3882
H  3.2834  -8.5214  -2.7816
H  5.6527  -8.9440  -1.7639
H  2.9084  -4.0535  -1.6769
C  7.3130  -2.8304  -2.3148
C  7.5299  -2.7641  -3.8331
C  8.7892  -3.4624  -4.3408
F  9.9188  -2.9578  -3.8036
F  8.9078  -3.3136  -5.6883
F  7.4865  -1.4645  -4.2321
F  6.4479  -3.3660  -4.4219
O  7.7653  -1.7022  -1.5566
C  9.1577  -1.6992  -1.2428
C  9.9311  -0.5801  -1.9539
F  9.7664  -0.6249  -3.3005
F  11.2674  -0.6872  -1.7244
F  9.6660  -2.9323  -1.4814
F  9.2347  -1.5212  0.1048
H  6.2263  -2.8393  -2.1575
H  7.6584  -3.7775  -1.8825
H  8.7550  -4.5349  -4.1302
H  9.6010  0.4027  -1.6081

***

# 8
Formula: C4H25N2O6
Source: the OMol25 dataset
Level of theory: ωB97M-V/def2-TZVPD

Calculated values
F_max: 5.81 eV Å⁻¹
HOMO: -12.631 eV
HOMO-LUMO gap: 9.837 eV
LUMO level: -2.79 eV
ΔE to the lowest compared entry with this formula, charge and spin: 353.72 kJ/mol
Net charge: +1

Atoms and positions in Å:
C  -1.1577  0.5772  -1.0227
C  0.2403  1.2496  -1.0530
C  1.3461  0.4579  -0.2680
C  1.1725  0.7300  1.2858
N  2.2850  1.6876  1.5214
N  -1.2020  -0.8680  -1.4258
H  -1.2930  0.6704  0.0248
H  -1.8993  1.1690  -1.5348
H  0.1968  2.2928  -0.7489
H  0.5156  1.4450  -2.1368
H  1.3045  -0.6372  -0.4609
H  2.3192  0.7633  -0.6460
H  1.3923  -0.3014  1.8391
H  0.1719  0.8379  1.5501
H  2.6602  1.7979  2.5461
H  1.8957  2.6580  1.4079
H  -0.3159  -1.4099  -1.1658
H  -1.2565  -1.0499  -2.4584
H  -2.0661  -1.2968  -1.1016
H  3.6032  2.7724  -0.1637
H  3.4702  4.1585  0.4654
O  3.7385  3.7479  -0.3249
H  -0.3660  -4.5313  -2.6178
H  -0.1739  -3.5935  -1.2311
O  -0.4344  -3.6805  -2.1557
H  -2.2925  2.3050  2.0089
H  -3.5945  1.7453  2.6511
O  -2.8995  1.4970  2.0402
H  -1.3975  -0.7233  4.5782
H  -1.6483  -0.5634  3.0902
O  -0.9941  -0.7838  3.7805
H  0.4251  -2.6925  1.8736
H  -0.8628  -3.7122  1.4484
O  -0.1534  -2.9749  1.1147
H  -1.5361  -1.0101  -4.6826
H  -0.3165  -1.7728  -4.0503
O  -0.8772  -0.9614  -3.9774

***

For reference, E_tot by record: -45738.5820; -22166.9642; -83879.0295; -10951.3742; -115668.7870; -26258.9809; -203770.8146; -19811.4213 eV.